This record from the OMol25 dataset describes a cluster of 2 separate species, C4H6ClN in total at a distorted geometry. The level of theory is wB97M-V/def2-TZVPD.

Structure (XYZ):
```
12
Properties=species:S:1:pos:R:3
C -0.12052 -0.67606 -0.88344
C -0.22884 0.05152 0.17405
C 0.76789 0.73316 1.00530
Cl -1.80387 0.13873 0.81084
H 0.77709 -0.97237 -1.36380
H -0.99126 -1.17077 -1.41957
H 0.47401 0.66691 1.95149
H 1.89507 0.30897 0.96513
H 0.86127 1.79554 0.90320
C -2.04525 3.28733 -0.42948
N -0.97872 3.63969 -0.31708
H -3.07235 3.08821 -0.23833
```

## Properties
LUMO level	0.9	eV
SMILES string	C=C(C)Cl.C#N
HOMO-LUMO gap	10.37	eV
energy relative to the best compared isomer or geometry (same formula, charge and spin)	1.767	eV